[1]
40
Properties=species:S:1:pos:R:3:forces:R:3:mulliken_charge:R:1 method="wB97M-V/def2-TZVPD" de_lowest_kcal_mol=81.9 smiles="O=CCCNCO.O.O.O.O.O.O.O.O" charge=0 max_force_ev_per_a=4.35 lumo_energy_ev=0.114 gap_ha=0.3472
O -1.024941 2.757477 -0.708815 -0.93 0.27 0.16 -0.512
C -1.406685 1.650192 -1.018234 2.52 0.45 0.36 0.067
C -0.456338 0.860127 -1.946202 -3.59 -0.02 0.39 -0.428
C 0.909524 0.645899 -1.328897 0.47 1.02 -4.20 -0.487
N 0.951831 -0.132572 -0.114820 1.04 1.17 0.10 0.383
C 2.296583 -0.606884 0.166362 -0.07 -1.65 -0.48 -0.566
O 2.504543 -1.897354 -0.453613 0.00 -0.05 0.60 -0.573
H -2.246954 1.182883 -0.502924 -0.49 0.02 -0.47 0.333
H -0.559316 1.480308 -2.863517 1.13 -0.40 0.36 0.529
H -1.017543 -0.049452 -2.185364 0.68 -0.09 -0.10 0.133
H 1.310904 1.707590 -1.354463 0.05 -1.23 1.24 0.249
H 1.434209 0.196205 -2.249919 -0.01 0.07 1.67 0.232
H 0.307043 -0.916855 -0.142689 -0.02 0.36 0.09 0.050
H 2.457372 -0.709555 1.251501 0.01 0.22 -0.36 0.259
H 3.096989 -0.057200 -0.346589 -0.55 0.74 0.65 0.364
H 1.698521 -2.431330 -0.424042 0.18 -0.10 -0.07 0.287
O 0.878312 2.410038 1.636171 0.23 0.11 0.86 -0.607
H 1.018982 1.754889 0.946388 -0.26 -0.03 -0.25 0.218
H 0.667649 3.254414 1.234787 -0.07 -0.14 -0.46 0.325
O 0.546669 -3.878190 -1.783868 -0.33 0.01 -0.48 -0.633
H -0.283144 -3.492652 -2.125183 0.10 0.09 0.29 0.385
H 0.824205 -4.403924 -2.542867 0.32 -0.11 0.25 0.287
O -2.364217 1.197623 1.921964 -0.79 0.54 0.10 -0.588
H -3.060759 1.764020 1.565354 0.12 -0.17 -0.11 0.247
H -2.011860 1.720789 2.676046 0.29 0.22 -0.29 0.400
O -0.885324 -0.237467 3.423027 0.59 -0.40 0.84 -0.704
H -0.731966 -0.205898 2.476778 0.11 0.17 0.07 0.390
H -1.832527 -0.174511 3.562035 -0.12 -0.11 -0.28 0.335
O -1.314389 2.666212 3.951129 -0.24 -0.14 0.34 -0.709
H -0.686310 3.371690 3.771461 0.11 -0.15 -0.14 0.304
H -0.789693 1.891085 4.201119 0.21 0.11 -0.10 0.349
O -1.812427 -0.857008 0.342771 0.13 -0.51 0.57 -0.577
H -1.768029 -0.136372 1.023905 -0.47 -0.18 -0.71 0.105
H -1.971232 -1.661318 0.854954 -0.10 0.10 -0.02 0.344
O -1.561223 -2.169107 -2.248085 0.11 -0.20 0.21 -0.748
H -1.331678 -1.836624 -1.361913 -0.42 0.09 -0.28 0.257
H -2.515258 -2.068048 -2.319853 0.00 -0.04 0.08 0.322
O 3.333646 -1.283432 -2.950886 0.01 -0.49 -0.15 -0.673
H 3.538396 -1.453290 -2.023161 0.11 0.24 0.15 0.328
H 2.757854 -2.051016 -3.073414 -0.07 0.23 -0.41 0.322

=====

[2]
41
Properties=species:S:1:pos:R:3:forces:R:3:mulliken_charge:R:1 method="wB97M-V/def2-TZVPD" de_lowest_kcal_mol=131.9 smiles="O=C(O)NCCCO.O.O.O.O.O.O.O.O" charge=0 max_force_ev_per_a=7.60 lumo_energy_ev=0.026 gap_ha=0.3651
O -2.828640 -0.471736 -2.898111 -0.24 0.02 0.83 -0.673
C -1.683582 -0.506905 -2.531792 2.05 -1.42 -2.59 0.532
O -0.650452 -0.544723 -3.521900 -0.64 -0.08 0.28 -0.530
N -1.081559 -0.660311 -1.320297 -2.02 -1.35 1.02 0.104
C 0.353902 -0.703162 -1.213147 0.40 2.29 1.94 -1.261
C 0.599155 -0.357071 0.378296 -1.05 -2.77 -1.31 1.924
C -0.190536 -1.198098 1.589127 0.15 2.48 -2.23 -0.942
O 0.776790 -1.905413 2.207296 1.80 -1.90 2.31 -0.571
H -0.977720 -0.878238 -4.383503 -0.34 0.69 0.82 0.333
H -1.486706 -1.475277 -0.715793 0.27 2.24 -1.49 0.241
H 0.750219 -1.631760 -1.595252 0.35 -0.32 0.46 0.609
H 0.841573 0.119256 -1.814274 -0.79 -0.97 0.64 0.309
H 1.575155 -0.781834 0.535026 0.73 0.77 0.30 0.646
H 0.450934 0.685974 0.605772 0.29 0.33 -0.37 -1.999
H -0.470347 -0.457538 2.325134 -1.12 0.56 -0.24 0.388
H -1.080972 -1.790328 1.236684 1.08 0.33 0.57 0.539
H 1.418642 -1.299220 2.680016 -1.23 -0.53 -0.57 0.420
O -3.540427 1.485869 -1.071312 -2.57 -2.65 0.01 -0.639
H -3.547971 0.977735 -1.919500 0.54 0.75 0.33 0.309
H -4.249533 0.866807 -0.653758 1.74 1.93 -0.34 0.311
O 0.594214 2.511509 -1.709849 -4.73 -1.10 5.72 -0.503
H 1.323621 2.427455 -2.164301 6.06 -0.19 -4.59 0.264
H 0.876395 1.925953 -0.927140 -1.23 1.58 -1.33 0.238
O -1.518385 2.770283 0.212536 2.18 -5.43 1.67 -0.742
H -1.895695 3.281589 -0.442549 -1.30 1.09 -2.48 0.291
H -1.409369 1.747144 -0.142659 -1.20 4.22 0.56 0.286
O -1.183211 -3.540825 -0.624714 -1.40 -0.17 0.51 -0.677
H -0.392712 -3.379722 -0.143792 1.17 0.12 0.84 0.353
H -0.891057 -3.417094 -1.508563 0.23 -0.06 -1.48 0.342
O 2.656089 2.499989 1.250700 0.22 -0.93 -0.64 -0.561
H 3.132488 2.090439 1.972466 0.75 1.01 0.71 0.408
H 2.269734 1.672004 0.915210 -0.36 0.77 -0.66 0.244
O 2.001071 0.515355 3.228708 3.26 -0.49 -3.13 -0.716
H 2.519938 0.714498 2.325793 -1.09 -1.58 3.44 0.264
H 1.254829 0.979378 2.894495 -2.29 1.38 0.28 0.458
O 1.689240 -2.975193 0.144330 1.13 -1.78 0.09 -0.572
H 2.649765 -3.117006 0.271717 -0.54 0.35 -0.46 0.258
H 1.371443 -3.627609 0.801542 -0.04 0.69 -0.18 0.288
O 0.102875 2.288159 2.259740 -0.67 -0.77 -0.51 -0.675
H 0.355894 3.160186 1.944570 0.21 0.12 0.10 0.351
H -0.485093 1.999483 1.523050 0.19 0.77 1.13 0.353

=====

[3]
40
Properties=species:S:1:pos:R:3:forces:R:3:mulliken_charge:R:1 method="wB97M-V/def2-TZVPD" de_lowest_kcal_mol=114.9 smiles="N[C@@H](C=O)CCS.O.O.O.O.O.O.O.O" charge=0 max_force_ev_per_a=6.48 lumo_energy_ev=-0.100 gap_ha=0.3278
N 0.056419 0.135631 1.467564 1.40 0.08 -0.73 -0.525
C 0.968528 -0.673438 0.511352 -3.00 4.25 -0.57 1.915
C 2.326618 -0.798098 0.965505 -0.09 0.42 1.03 -0.859
O 3.253565 -0.434916 0.329931 2.12 0.50 -1.27 -0.425
C 0.230825 -1.948028 0.208449 -2.02 -0.15 -0.81 -0.864
C 0.780057 -2.394367 -1.197987 -1.61 -0.41 1.90 -0.327
S 2.024734 -3.620070 -0.768574 0.59 -0.47 -0.76 -0.224
H -0.039698 -0.511556 2.214450 -0.42 -0.05 1.49 0.258
H 0.490122 1.031372 1.774275 -0.07 -1.15 -0.07 0.287
H 0.966259 0.178125 -0.315897 0.54 -2.83 0.58 -0.586
H 2.421141 -1.162857 1.961805 0.38 -0.67 1.28 0.428
H 0.219505 -2.844070 0.982474 0.36 2.26 -1.49 0.169
H -0.832597 -1.525583 0.161250 1.17 -1.15 -0.25 0.137
H 1.099220 -1.510067 -1.717146 0.62 0.03 -0.30 0.204
H -0.056661 -2.804813 -1.772258 0.50 -0.44 0.02 0.430
H 2.510910 -2.962986 0.300954 -0.01 -0.22 -0.29 0.128
O 1.112456 -2.525037 3.234489 0.19 -2.14 3.02 -0.584
H 1.140093 -2.399658 4.266522 -0.06 -0.35 -2.97 0.281
H 1.198654 -3.540261 3.143760 -0.21 2.41 0.16 0.304
O -1.684926 4.023495 1.672081 -0.27 0.24 0.05 -0.638
H -2.583261 4.047591 1.256379 1.20 -0.51 0.50 0.434
H -1.518031 3.179076 2.125275 -0.46 0.56 -0.48 0.264
O -3.930838 2.643800 0.878652 -1.05 -0.73 -2.77 -0.702
H -3.406012 2.466087 1.610827 1.13 -0.38 2.46 0.251
H -3.640845 1.891276 0.301429 -0.71 0.90 0.31 0.397
O 1.228346 -0.183147 -4.228719 -2.94 -1.19 -0.40 -0.631
H 2.073519 0.031489 -4.516233 2.34 0.81 -0.11 0.283
H 1.033743 0.053379 -3.331789 0.57 0.41 0.58 0.332
O 2.330253 2.533863 -1.060946 -1.05 -3.04 3.86 -0.501
H 1.654980 3.087684 -1.308195 -2.32 1.93 -1.07 0.298
H 3.079717 2.654092 -1.513196 4.27 1.02 -2.67 0.242
O -1.661255 -0.370572 -2.071039 0.78 0.40 0.07 -0.463
H -1.885606 -0.701306 -2.932392 -0.17 -0.22 -0.62 0.259
H -2.367975 -0.628042 -1.486857 -0.51 -0.08 0.54 0.237
O -2.837397 -0.080452 0.614255 1.50 1.94 -6.00 -0.585
H -2.073454 0.498981 0.673333 0.34 -0.57 1.33 0.320
H -3.270944 -0.456615 1.284699 -1.69 -1.60 4.57 0.196
O -0.091479 2.272810 -1.179991 -0.78 -1.30 1.52 -0.660
H -0.011564 1.502886 -0.530418 -0.28 1.73 -1.39 0.203
H -0.307138 1.844283 -2.008061 -0.29 -0.24 -0.24 0.316

=====

Number 1: HOMO -0.343 hartree. Number 2: HOMO -0.364 hartree. Number 3: HOMO -0.331 hartree.